Density functional theory data (wB97M-V/def2-TZVPD) for 9 unconnected molecules or ions with the total composition C96H216F6N3O7P4.

Properties
Charge: +5
HOMO-LUMO gap (eV): 1.930
E_HOMO (eV): -10.8
Spin multiplicity: 1
Total energy (eV): -175265.06854
Energy above the lowest of the compared OMol25 structures with the same formula, charge and spin (kcal per mole): 211.7

Element x y z (Å)
C1 0.94 0.91 6.26
C2 -0.04 1.55 5.37
N1 0.26 1.40 3.82
C3 -0.07 -0.10 3.35
C4 -0.91 2.30 3.20
C5 -1.02 2.39 1.67
C6 1.72 1.77 3.50
C7 2.03 2.16 2.04
O1 1.54 1.20 1.13
C8 1.57 1.59 -0.28
H1 0.56 1.05 7.27
H2 1.95 1.33 6.22
H3 1.00 -0.18 6.31
H4 -0.11 2.64 5.46
H5 -1.01 1.07 5.47
H6 -1.16 -0.17 3.34
H7 0.53 -0.77 3.96
H8 0.17 -0.04 2.29
H9 -0.72 3.32 3.55
H10 -1.82 1.95 3.68
H11 -2.03 2.68 1.39
H12 -0.86 1.46 1.12
H13 -0.45 3.15 1.14
H14 2.20 0.84 3.80
H15 1.94 2.55 4.23
H16 3.11 2.32 2.03
H17 1.57 3.14 1.91
H18 2.59 1.74 -0.64
H19 1.01 2.51 -0.44
H20 0.93 0.91 -0.84
C9 -4.80 3.27 1.94
C10 -4.48 1.80 1.60
N2 -5.70 0.85 1.21
C11 -6.49 1.54 0.03
C12 -5.16 -0.54 0.70
C13 -4.52 -1.36 1.83
C14 -6.57 0.77 2.45
C15 -7.77 -0.15 2.44
O2 -8.64 0.05 1.30
C16 -9.50 1.13 1.40
H21 -5.58 3.41 2.70
H22 -5.11 3.82 1.06
H23 -3.94 3.81 2.32
H24 -4.10 1.46 2.57
H25 -3.74 1.40 0.92
H26 -7.27 0.91 -0.40
H27 -5.67 1.86 -0.61
H28 -6.86 2.48 0.44
H29 -4.56 -0.34 -0.19
H30 -6.04 -1.07 0.34
H31 -5.03 -1.67 2.74
H32 -3.65 -0.92 2.31
H33 -4.15 -2.29 1.40
H34 -6.96 1.78 2.53
H35 -5.96 0.65 3.35
H36 -8.29 -0.29 3.38
H37 -7.39 -1.11 2.10
H38 -9.78 1.44 0.39
H39 -9.02 2.03 1.79
H40 -10.33 0.80 2.02
C17 -7.69 4.24 -7.33
C18 -6.91 4.61 -6.15
N3 -6.95 3.65 -4.90
C19 -8.33 3.78 -4.19
C20 -6.77 2.16 -5.42
C21 -5.40 1.76 -6.01
C22 -5.77 3.85 -3.92
C23 -5.72 5.32 -3.32
O3 -6.92 5.64 -2.61
C24 -7.10 4.99 -1.31
H41 -8.75 4.24 -7.08
H42 -7.49 3.27 -7.78
H43 -7.68 4.96 -8.15
H44 -7.31 5.56 -5.81
H45 -5.85 4.77 -6.38
H46 -8.57 4.81 -3.90
H47 -8.32 3.06 -3.37
H48 -9.05 3.46 -4.95
H49 -7.53 2.03 -6.19
H50 -7.01 1.46 -4.62
H51 -4.62 1.61 -5.25
H52 -4.99 2.38 -6.81
H53 -5.47 0.75 -6.41
H54 -4.87 3.79 -4.54
H55 -5.79 3.06 -3.17
H56 -5.64 6.10 -4.07
H57 -4.88 5.43 -2.65
H58 -6.85 5.65 -0.48
H59 -6.45 4.12 -1.21
H60 -8.10 4.63 -1.10
C25 5.92 8.31 5.80
C26 4.79 7.49 5.23
C27 4.51 7.78 3.84
C28 3.37 6.89 3.25
P1 2.73 7.34 1.60
C29 1.50 8.65 1.64
C30 2.04 10.00 2.19
C31 1.16 10.79 3.16
C32 1.15 10.19 4.59
C33 4.23 7.88 0.52
C34 5.48 6.99 0.46
C35 5.93 6.52 -0.92
C36 6.27 7.80 -1.78
C37 1.97 5.88 0.72
C38 1.37 6.12 -0.73
C39 -0.10 6.35 -0.69
C40 -0.70 6.46 -2.12
H61 5.64 9.35 5.93
H62 6.82 8.40 5.19
H63 6.20 7.89 6.77
H64 3.92 7.59 5.88
H65 5.12 6.45 5.30
H66 5.39 7.73 3.20
H67 4.26 8.83 3.97
H68 2.52 6.62 3.88
H69 3.91 5.99 2.96
H70 0.70 8.19 2.21
H71 1.03 8.84 0.67
H72 2.19 10.68 1.36
H73 3.03 10.01 2.64
H74 0.10 10.88 2.92
H75 1.50 11.82 3.21
H76 2.19 10.01 4.90
H77 0.63 9.23 4.64
H78 0.60 10.91 5.19
H79 4.52 8.89 0.80
H80 3.84 8.02 -0.49
H81 5.27 6.02 0.91
H82 6.36 7.39 0.97
H83 5.24 5.84 -1.42
H84 6.76 5.82 -0.87
H85 5.43 8.49 -1.82
H86 6.43 7.54 -2.83
H87 7.10 8.36 -1.36
H88 1.13 5.57 1.33
H89 2.68 5.05 0.80
H90 1.47 5.24 -1.37
H91 1.97 6.90 -1.20
H92 -0.44 7.21 -0.11
H93 -0.54 5.41 -0.34
H94 -1.74 6.67 -1.91
H95 -0.65 5.58 -2.76
H96 -0.26 7.31 -2.64
C41 2.20 -2.79 1.37
C42 3.35 -2.19 2.27
C43 4.53 -1.66 1.34
C44 5.28 -2.78 0.58
P2 6.77 -2.06 -0.16
C45 7.79 -1.36 1.18
C46 7.86 -2.17 2.51
C47 8.81 -1.50 3.51
C48 8.79 -2.06 4.95
C49 6.22 -0.76 -1.37
C50 6.10 0.72 -0.80
C51 5.22 1.51 -1.69
C52 4.93 2.89 -1.18
C53 7.71 -3.37 -1.00
C54 8.09 -4.52 0.05
C55 8.09 -5.94 -0.65
C56 8.28 -7.07 0.23
H97 1.49 -3.19 2.09
H98 2.60 -3.48 0.63
H99 1.71 -1.93 0.91
H100 3.80 -2.88 2.98
H101 3.03 -1.27 2.77
H102 5.17 -1.11 2.02
H103 4.22 -0.89 0.63
H104 4.72 -3.30 -0.20
H105 5.66 -3.53 1.28
H106 7.42 -0.35 1.38
H107 8.75 -1.38 0.68
H108 8.10 -3.23 2.36
H109 6.91 -2.13 3.05
H110 8.48 -0.46 3.56
H111 9.86 -1.45 3.20
H112 9.08 -3.10 5.06
H113 7.77 -2.17 5.33
H114 9.34 -1.39 5.61
H115 5.26 -1.01 -1.80
H116 6.98 -0.72 -2.14
H117 7.13 1.09 -0.76
H118 5.77 0.75 0.24
H119 4.27 1.06 -1.97
H120 5.72 1.59 -2.65
H121 4.12 3.42 -1.68
H122 5.84 3.48 -1.30
H123 4.65 2.91 -0.12
H124 8.64 -2.98 -1.40
H125 6.98 -3.64 -1.77
H126 7.45 -4.64 0.92
H127 8.98 -4.23 0.60
H128 8.97 -5.92 -1.30
H129 7.24 -6.09 -1.31
H130 7.61 -7.03 1.09
H131 9.27 -7.03 0.68
H132 8.19 -8.02 -0.29
C57 3.98 -8.78 8.32
C58 2.85 -7.84 7.91
C59 2.08 -8.17 6.65
C60 1.07 -6.98 6.27
P3 0.72 -6.87 4.46
C61 -0.72 -5.79 4.16
C62 -1.05 -5.79 2.63
C63 -2.45 -5.30 2.30
C64 -2.77 -5.21 0.80
C65 2.27 -6.30 3.60
C66 2.32 -6.69 2.09
C67 3.65 -6.18 1.49
C68 3.80 -6.23 0.03
C69 0.39 -8.65 3.98
C70 -0.95 -9.41 4.39
C71 -0.98 -10.86 3.98
C72 0.27 -11.71 4.32
H133 4.32 -8.61 9.35
H134 4.88 -8.81 7.72
H135 3.65 -9.81 8.26
H136 3.20 -6.81 7.97
H137 2.12 -7.82 8.72
H138 1.61 -9.15 6.57
H139 2.81 -8.28 5.84
H140 1.44 -6.00 6.57
H141 0.10 -7.18 6.72
H142 -0.48 -4.79 4.52
H143 -1.51 -6.30 4.70
H144 -0.76 -6.75 2.20
H145 -0.45 -5.06 2.09
H146 -2.41 -4.25 2.61
H147 -3.21 -5.81 2.89
H148 -2.36 -6.16 0.47
H149 -2.39 -4.35 0.25
H150 -3.83 -5.09 0.57
H151 3.18 -6.61 4.12
H152 2.21 -5.22 3.76
H153 1.56 -6.12 1.56
H154 2.32 -7.75 1.83
H155 4.38 -6.76 2.06
H156 3.80 -5.18 1.89
H157 3.73 -7.20 -0.46
H158 4.77 -5.78 -0.23
H159 2.98 -5.60 -0.30
H160 1.19 -9.35 4.23
H161 0.38 -8.63 2.89
H162 -1.71 -8.82 3.89
H163 -1.23 -9.44 5.45
H164 -1.20 -10.81 2.92
H165 -1.86 -11.30 4.45
H166 0.56 -11.64 5.37
H167 1.16 -11.53 3.72
H168 0.14 -12.75 4.01
C73 -7.81 -1.21 -2.59
C74 -7.46 -2.47 -3.28
C75 -6.33 -2.51 -4.33
C76 -4.86 -2.67 -3.69
P4 -3.60 -3.44 -4.73
C77 -3.27 -2.46 -6.20
C78 -2.76 -1.03 -6.18
C79 -1.22 -0.77 -5.97
C80 -0.78 0.67 -6.29
C81 -4.05 -5.19 -5.24
C82 -4.63 -6.06 -4.13
C83 -5.31 -7.38 -4.60
C84 -5.74 -8.28 -3.35
C85 -2.02 -3.45 -3.73
C86 -0.77 -4.01 -4.50
C87 -0.34 -5.40 -4.15
C88 0.23 -5.57 -2.71
H169 -7.84 -0.37 -3.29
H170 -7.08 -0.98 -1.81
H171 -8.78 -1.27 -2.09
H172 -7.32 -3.25 -2.53
H173 -8.39 -2.74 -3.79
H174 -6.48 -3.41 -4.93
H175 -6.29 -1.56 -4.88
H176 -4.46 -1.67 -3.48
H177 -4.94 -3.15 -2.72
H178 -4.21 -2.53 -6.76
H179 -2.70 -3.16 -6.81
H180 -3.19 -0.51 -5.32
H181 -3.00 -0.52 -7.12
H182 -0.77 -1.49 -6.65
H183 -0.88 -1.04 -4.97
H184 0.30 0.75 -6.42
H185 -1.27 1.39 -5.64
H186 -1.11 0.95 -7.28
H187 -3.28 -5.64 -5.85
H188 -4.83 -5.09 -6.00
H189 -5.34 -5.43 -3.59
H190 -3.86 -6.24 -3.39
H191 -4.64 -7.95 -5.24
H192 -6.10 -7.21 -5.33
H193 -6.48 -7.70 -2.80
H194 -4.98 -8.49 -2.61
H195 -6.11 -9.29 -3.53
H196 -1.86 -2.45 -3.34
H197 -2.26 -4.09 -2.87
H198 -1.02 -4.05 -5.56
H199 0.16 -3.44 -4.41
H200 -1.22 -6.03 -4.23
H201 0.42 -5.71 -4.88
H202 -0.34 -5.29 -1.82
H203 1.19 -5.05 -2.63
H204 0.40 -6.64 -2.54
C89 4.09 6.75 -5.14
O4 3.21 5.65 -5.52
O5 4.80 7.01 -6.30
C90 3.27 7.91 -4.45
F1 3.77 9.17 -4.49
F2 2.05 8.01 -4.97
F3 3.11 7.63 -3.14
C91 2.69 4.95 -4.43
C92 1.78 3.97 -4.99
H205 2.33 3.30 -5.64
H206 1.30 3.40 -4.19
H207 1.05 4.34 -5.70
H208 2.06 5.70 -3.95
H209 3.32 4.48 -3.67
H210 4.83 6.44 -4.40
C93 -2.69 1.59 -2.56
O6 -2.22 0.91 -1.30
O7 -4.08 1.37 -2.62
C94 -2.04 3.06 -2.59
F4 -2.66 3.80 -1.67
F5 -0.73 3.10 -2.34
F6 -2.28 3.80 -3.69
C95 -2.04 -0.53 -1.30
C96 -1.45 -1.14 0.00
H211 -1.63 -2.21 0.01
H212 -0.39 -1.01 0.19
H213 -1.92 -0.92 0.96
H214 -1.30 -0.70 -2.09
H215 -2.90 -1.13 -1.59
H216 -2.33 0.98 -3.38